Here is a single C6H12O molecule from the Open Molecules 2025 dataset. Energies are from ωB97M-V/def2-TZVPD.

The geometry in XYZ format:
```
19
Properties=species:S:1:pos:R:3:lowdin_charge:R:1
H 2.21 1.35 -0.93 0.086
H 1.56 -1.20 0.63 0.149
H -1.97 1.23 -0.81 0.086
H 2.95 0.89 0.62 0.084
H -1.32 -1.19 -1.60 0.124
H -1.42 -0.95 1.28 0.133
O 0.62 -0.74 -1.14 -0.104
C 0.17 0.45 0.80 -0.112
H -2.53 1.27 0.87 0.078
C -1.11 -0.32 0.43 -0.333
H -0.55 -2.27 -0.41 0.121
H -3.16 0.04 -0.24 0.076
C -2.26 0.60 0.05 -0.082
C 1.27 -0.31 0.05 -0.415
C -0.65 -1.22 -0.74 -0.171
H 3.23 -0.10 -0.83 0.080
H 0.12 1.47 0.41 0.119
H 0.36 0.50 1.87 0.121
C 2.49 0.50 -0.30 -0.041
```

Computed properties:
Strongest force on any atom ... 0.26 eV/A
Structure (SMILES) ... C[C@H]1CO[C@@H](C)C1
Energy above the lowest of the compared OMol25 structures with the same formula, charge and spin ... 0.321 eV
HOMO-LUMO gap ... 10.82 eV

=====

Here is 11 unconnected molecules or ions with the total composition C13H14Cl31NO3 at a distorted geometry from the Open Molecules 2025 dataset. Energies are from ωB97M-V/def2-TZVPD.

The geometry in XYZ format:
```
62
Properties=species:S:1:pos:R:3:lowdin_charge:R:1
H -5.24 -2.25 -0.17 0.083
Cl -6.50 -5.26 -1.46 0.528
Cl 0.70 2.40 -5.32 0.525
C 1.86 0.55 11.21 -1.557
Cl -3.67 -5.18 -2.13 0.588
C -1.76 -0.42 -0.99 -0.540
C -0.60 2.56 4.94 -1.543
C -5.23 2.38 2.96 -1.558
H 2.82 1.54 -7.94 -0.051
H 3.88 0.38 7.65 0.003
O -1.29 -1.65 -1.34 0.025
Cl 0.66 3.79 4.90 0.535
Cl 4.41 4.93 -5.37 0.502
H -3.78 -1.34 -1.41 0.169
C 5.97 5.65 -4.97 -1.553
C -4.99 -6.18 -1.50 -1.527
Cl 3.93 -0.51 -7.92 0.519
C -2.16 -2.62 -0.77 -0.587
H 2.37 -2.12 3.75 -0.033
C 3.83 1.24 -7.71 -1.558
H -4.49 -1.67 1.18 0.052
O -1.48 0.62 -1.53 0.170
Cl -6.10 2.11 4.47 0.525
H 5.81 6.69 -4.72 0.008
H -4.20 2.62 3.20 -0.026
Cl 3.00 -1.74 8.07 0.513
Cl 0.72 -0.88 2.66 0.513
H 0.36 -0.24 -8.58 -0.039
O -2.64 -0.59 0.03 0.028
H -5.12 -7.02 -2.17 0.012
Cl -5.24 0.92 1.97 0.542
N -4.38 -2.25 0.36 0.116
H -0.67 2.11 3.96 0.005
C 1.34 -2.30 3.52 -1.565
Cl -1.25 -0.26 -10.28 0.532
H -0.19 0.90 -3.76 -0.013
Cl 3.38 1.40 11.51 0.525
Cl 4.92 2.07 -8.83 0.532
Cl -4.59 -6.80 0.09 0.546
Cl 1.25 -3.74 2.50 0.520
C 3.83 -0.54 7.08 -1.536
C -3.36 -1.73 -0.48 -0.418
H 2.05 -0.51 11.31 0.008
C 0.38 -0.07 -9.65 -1.554
Cl -0.20 1.30 6.10 0.502
Cl 0.46 -2.52 5.03 0.511
Cl 7.07 5.57 -6.34 0.523
Cl 5.47 -1.06 6.71 0.541
C 0.52 0.81 -4.58 -1.522
Cl -1.43 -3.09 0.78 0.696
Cl 1.48 -1.25 -10.36 0.521
Cl 0.97 1.58 -9.93 0.547
Cl 4.16 1.69 -6.05 0.485
Cl 2.91 -0.23 5.61 0.532
Cl -5.92 3.74 2.08 0.534
Cl 2.04 0.22 -3.92 0.522
Cl 0.63 1.01 12.38 0.534
Cl 1.30 0.85 9.56 0.504
Cl -2.17 3.29 5.33 0.535
Cl -0.14 -0.34 -5.75 0.532
Cl 6.68 4.87 -3.55 0.522
H -2.37 -3.45 -1.42 0.012
```

Computed properties:
Strongest force on any atom ... 1.49 eV/A
Structure (SMILES) ... N[C@H]1OC(=O)O[C@H]1Cl.ClC(Cl)Cl.ClC(Cl)Cl.ClC(Cl)Cl.ClC(Cl)Cl.ClC(Cl)Cl.ClC(Cl)Cl.ClC(Cl)Cl.ClC(Cl)Cl.ClC(Cl)Cl.ClC(Cl)Cl
HOMO-LUMO gap ... 10.72 eV

=====

Here is a molecular structure, C18H20N2O6PdS2 from the Open Molecules 2025 dataset. Energies are from ωB97M-V/def2-TZVPD.

The geometry in XYZ format:
```
49
Properties=species:S:1:pos:R:3:lowdin_charge:R:1
C 1.14 -2.52 -3.77 -0.047
S 0.65 -0.01 4.09 1.019
H 0.10 -0.49 -1.67 0.026
H 0.55 -3.44 -3.69 0.067
H 2.14 -2.76 -4.16 0.069
H 1.03 -3.71 -1.34 0.069
H -4.46 -2.33 -1.33 0.061
Pd 0.11 1.09 -0.36 0.441
C 1.71 -2.85 -1.35 -0.039
O -0.05 -1.38 -2.07 -0.067
H 2.04 2.58 5.03 0.092
C -3.14 -0.06 -1.52 -0.075
C -3.31 -0.79 -0.35 -0.311
C -2.15 0.95 0.87 -0.100
C -2.00 1.69 -0.31 -0.399
C 0.56 -0.78 2.52 -0.716
H 0.64 -1.85 -4.47 0.081
N -0.21 -1.91 2.33 0.086
O 3.39 -0.98 -3.02 -0.055
H -0.08 -2.66 2.99 0.074
H 3.31 4.15 3.59 0.088
O 2.04 0.37 -1.84 -0.067
C -2.50 1.17 -1.52 -0.074
H -3.49 -0.47 -2.46 0.099
H 2.73 -3.19 -1.54 0.078
C 2.32 -0.70 -2.44 -0.649
C 2.17 2.38 3.97 -0.117
C 1.25 -1.85 -2.41 -0.554
H -0.17 -2.21 1.36 0.091
O -0.54 3.49 -1.43 -0.384
O -0.73 3.52 1.03 -0.388
H -3.25 -2.95 -0.22 0.069
C 1.62 1.25 3.38 -0.481
H -2.91 -0.85 1.76 0.093
C 2.48 1.87 1.21 -0.016
C -3.97 -2.14 -0.37 -0.078
S -1.41 3.40 -0.26 0.379
H -1.80 1.39 1.80 0.098
C 1.76 1.00 2.01 -0.313
O -2.59 4.26 -0.35 -0.388
C -2.81 -0.27 0.84 -0.083
C 2.88 3.25 3.16 -0.112
H 1.69 -2.36 -0.37 0.063
N 1.14 -0.17 1.56 0.079
C 3.04 2.99 1.80 -0.080
H 3.59 3.69 1.18 0.099
H 2.61 1.67 0.15 0.099
H -4.73 -2.24 0.41 0.063
H -2.37 1.74 -2.42 0.109
```

Computed properties:
Strongest force on any atom ... 0.66 eV/A
Energy above the lowest of the compared OMol25 structures with the same formula, charge and spin ... 0.222 eV
Charge ... -2
HOMO-LUMO gap ... 4.76 eV

=====

Here is a single C4H7NO molecule from the Open Molecules 2025 dataset. Energies are from ωB97M-V/def2-TZVPD.

The geometry in XYZ format:
```
13
Properties=species:S:1:pos:R:3:lowdin_charge:R:1
C 1.94 -0.04 0.34 -0.010
H 2.20 0.02 -0.72 0.096
H -0.74 0.86 -1.52 0.098
N -1.17 -0.03 -1.30 0.041
O 0.17 1.40 0.94 0.070
C 0.49 0.32 0.49 -0.419
H -2.79 -0.66 -0.09 0.102
H -1.98 0.83 0.60 0.104
C -1.91 -0.04 -0.05 -0.135
H 2.13 -1.06 0.67 0.084
H -0.34 -1.67 -0.15 0.136
C -0.54 -0.60 -0.11 -0.253
H 2.54 0.67 0.90 0.085
```

Computed properties:
Strongest force on any atom ... 0.46 eV/A
Structure (SMILES) ... CC(=O)[C@H]1CN1
Energy above the lowest of the compared OMol25 structures with the same formula, charge and spin ... 1.891 eV
HOMO-LUMO gap ... 10.65 eV

=====

Here is 10 unconnected molecules or ions with the total composition C34H95N7O10S3 at a distorted geometry from the Open Molecules 2025 dataset. Energies are from ωB97M-V/def2-TZVPD.

The geometry in XYZ format:
```
149
Properties=species:S:1:pos:R:3:lowdin_charge:R:1
H 7.93 3.07 4.22 0.070
H -5.00 0.14 5.45 0.063
H -0.98 -5.68 1.09 0.153
C 2.74 -7.11 2.22 -0.141
H -3.00 1.65 -5.46 0.068
C -5.44 2.20 0.24 -0.196
H 7.59 2.45 2.55 0.092
H -0.39 -2.85 -3.85 0.025
H 5.37 -4.29 0.38 0.018
H -0.90 -1.22 -3.06 0.061
H -0.98 -3.10 3.86 0.039
S -3.72 1.81 -3.28 0.800
C -0.06 -5.02 1.02 -0.415
H 1.23 -1.86 3.58 0.129
C -1.32 -5.35 -5.77 -0.067
S -3.80 0.88 3.48 0.807
H -2.94 -4.99 -3.63 0.140
H 0.58 -3.33 5.81 0.076
C -1.58 -3.98 -5.06 -0.439
H 1.69 -4.71 1.97 0.097
C 2.80 4.21 -3.69 -0.253
N -0.36 -3.73 -4.34 0.048
H -1.98 -2.50 -1.52 0.037
H -1.96 -5.61 -6.63 0.080
H -4.42 -3.74 -2.17 0.095
C 3.69 4.68 3.04 -0.071
H 3.44 3.88 2.38 0.062
C -4.25 -0.24 4.75 -0.310
S 3.94 -2.45 -0.15 0.804
C 4.79 -4.01 -0.46 -0.262
H -7.49 0.35 -0.28 0.085
H 3.65 4.71 -4.13 0.120
H -1.62 -1.75 3.52 0.015
C -3.14 3.50 -3.64 -0.220
H -6.52 -1.08 -0.45 0.089
H 0.51 -5.67 2.94 0.133
H -0.32 -5.34 -6.18 0.064
H 0.91 6.69 -5.23 0.080
O 1.66 -0.25 4.91 -0.180
H 4.02 4.26 3.99 0.085
H 0.82 -5.86 -0.69 0.083
H -6.67 -0.17 1.13 0.079
C 2.78 0.13 4.17 -0.122
H -4.20 -0.40 0.67 0.076
H 1.66 1.14 1.59 0.061
H 1.95 2.08 0.12 0.066
H 3.73 -2.19 -2.60 0.090
H -0.77 -0.65 5.48 0.115
H -4.70 -1.14 4.24 0.075
H -1.01 0.38 0.00 0.125
H -4.21 -2.00 -2.25 0.072
O 1.03 0.33 -0.25 -0.202
H 3.99 -4.75 -0.70 0.068
H -3.66 -4.02 -5.03 0.119
H -0.53 -2.58 6.85 0.061
H 0.25 4.16 -2.96 0.089
H -2.55 2.77 4.10 0.001
C 1.46 6.22 -4.39 -0.059
H -3.42 2.44 5.53 0.066
H 8.26 4.17 2.80 0.099
O -3.00 -2.90 -3.49 -0.242
C -2.87 -4.10 -4.30 -0.192
H -1.97 1.38 5.11 0.066
H 1.06 6.45 -3.41 0.066
C -0.15 -0.34 0.10 -0.223
H 5.06 6.91 0.94 0.081
C -2.85 1.97 4.70 -0.212
N -1.64 -2.07 -0.69 0.085
H -0.13 -4.45 -3.65 0.078
H -2.37 -1.38 -0.47 0.065
H 0.41 -1.98 -0.84 0.083
C 1.55 4.67 -4.48 -0.403
H 6.74 5.39 1.93 0.095
H 5.58 -3.85 -1.29 0.089
H -4.99 4.76 -0.24 0.085
H -3.28 4.67 0.32 0.091
H -0.73 0.29 -2.26 0.059
O 2.74 4.52 -2.35 -0.162
H 1.70 4.39 -5.49 0.119
H 0.27 -0.37 3.43 0.098
O 2.88 -2.59 0.86 -0.550
H 3.13 -7.96 1.67 0.090
H 2.88 3.11 -3.85 0.126
C 3.71 3.77 -1.62 -0.086
N 0.30 4.10 -3.99 0.035
C 5.94 4.77 2.26 -0.208
C -0.27 -0.67 -2.34 -0.031
C 1.23 1.48 0.66 -0.017
H -3.42 4.21 -2.87 0.043
C 7.64 3.33 3.23 -0.093
H -1.30 -6.12 -4.98 0.079
H -5.64 2.07 1.25 0.079
H -1.68 -3.15 -5.80 0.154
H -3.38 -0.60 5.31 0.045
H -1.76 0.94 -4.38 0.033
H -5.53 0.90 -1.49 0.099
H 2.31 -3.07 -1.85 0.036
C 0.43 -4.88 -0.38 -0.062
H -3.45 0.81 0.00 0.051
H 3.42 6.58 1.29 0.087
H 1.24 -4.16 -0.25 0.043
H -0.14 -0.74 1.13 0.120
H 2.58 -7.39 3.23 0.065
H 2.45 6.71 -4.36 0.074
C -5.43 0.78 -0.39 -0.494
H -5.03 -2.90 -3.64 0.090
C -6.55 -0.10 0.04 -0.059
N 4.38 6.26 1.31 0.044
H 1.10 -1.96 6.66 0.067
H -0.36 -4.45 -1.05 0.077
H 2.71 5.20 3.23 0.091
H -3.69 3.78 -4.52 0.051
C -0.33 -1.53 5.04 -0.442
H 3.51 3.82 -0.56 0.067
O 1.61 -6.70 1.58 -0.169
C -0.43 -1.35 -0.99 -0.446
O -5.14 1.75 -3.77 -0.540
C 0.25 -2.37 6.17 -0.041
N -1.34 -2.27 4.31 0.069
N -4.19 0.16 -0.21 0.042
H 2.62 -1.32 -1.63 0.026
O -2.78 0.22 2.66 -0.544
C 0.99 -5.50 1.98 -0.208
H 0.28 3.12 -4.20 0.060
H 3.63 2.75 -1.84 0.064
H 0.79 -0.57 -2.67 0.088
H -1.11 -3.18 1.03 0.046
O 6.38 4.00 3.41 -0.221
H 3.53 -6.36 2.35 0.091
H 0.26 1.97 0.78 0.093
N -0.42 -3.68 1.58 0.056
H -2.09 3.46 -3.90 0.009
H 2.88 -0.51 3.28 0.080
C 0.73 -1.04 4.11 -0.182
H 5.05 6.33 3.32 0.139
H 5.68 4.06 1.34 0.156
H 2.65 1.12 3.68 0.076
O -4.24 2.88 -0.01 -0.211
C 4.72 5.64 2.55 -0.486
C -2.81 1.07 -4.54 -0.301
C 3.06 -2.32 -1.69 -0.283
H -6.28 2.80 -0.18 0.142
C -4.27 -2.90 -2.86 -0.110
H -4.69 4.29 1.36 0.077
H 4.70 4.11 -1.74 0.074
C -4.27 4.23 0.37 -0.098
H -3.37 0.13 -4.76 0.071
H 3.60 0.10 4.85 0.079
H 0.42 -3.16 1.65 0.029
```

Computed properties:
Strongest force on any atom ... 3.83 eV/A
HOMO-LUMO gap ... 8.64 eV

=====

Question: Which of these has the highest HOMO-LUMO gap?
Answer: C6H12O

=====

Question: What is the formula in the first record?
Answer: C6H12O

=====

Question: Which of these has the lowest HOMO-LUMO gap?
Answer: C18H20N2O6PdS2